Record 1
{"formula": "C8H14NO2", "method": "wB97M-V/def2-TZVPD", "symbols": ["C", "C", "C", "C", "C", "C", "C", "C", "N", "O", "O", "H", "H", "H", "H", "H", "H", "H", "H", "H", "H", "H", "H", "H", "H"], "coordinates": [[0.405, 2.051, 0.937], [-0.482, 1.310, 0.271], [1.386, 1.173, 1.602], [-0.143, -0.157, 0.526], [-1.659, 1.725, -0.524], [-1.285, -0.895, 1.218], [1.303, -0.150, -1.505], [0.647, -2.266, -0.535], [0.235, -0.869, -0.781], [2.341, 1.413, 2.256], [1.005, -0.139, 1.310], [0.460, 3.119, 1.017], [-1.648, 1.300, -1.528], [-1.686, 2.808, -0.608], [-2.578, 1.401, -0.037], [-0.928, -1.814, 1.673], [-2.099, -1.106, 0.530], [-1.667, -0.267, 2.020], [2.207, -0.145, -0.897], [1.514, -0.654, -2.446], [1.007, 0.876, -1.711], [1.424, -2.273, 0.229], [-0.194, -2.867, -0.200], [1.043, -2.700, -1.451], [-0.608, -0.875, -1.366]], "mol_weight_g_mol": 156.21, "charge": 1, "e_above_lowest_kcal_mol": 0.0, "e_lumo_ha": [-0.1138, -0.2694], "multiplicity": 3}

=====

Record 2
{"formula": "C6H9N", "method": "wB97M-V/def2-TZVPD", "symbols": ["C", "C", "C", "C", "C", "C", "N", "H", "H", "H", "H", "H", "H", "H", "H", "H"], "coordinates": [[-0.042, -0.200, 0.302], [-1.194, 0.588, 0.916], [-0.511, -1.496, -0.350], [0.945, 0.612, -0.497], [1.170, -0.344, 1.188], [0.934, 1.307, -1.631], [1.951, 0.356, 0.453], [1.273, -0.888, 2.134], [-1.683, 0.009, 1.707], [-0.854, 1.531, 1.360], [-1.950, 0.831, 0.161], [0.325, -2.073, -0.760], [-1.025, -2.133, 0.378], [-1.209, -1.293, -1.170], [1.836, 1.807, -1.963], [0.033, 1.384, -2.227]], "mol_weight_g_mol": 95.14, "charge": 0, "e_above_lowest_kcal_mol": 48.9, "e_lumo_ha": 0.0319}

=====

Record 3
{"formula": "C4H12N2S", "method": "wB97M-V/def2-TZVPD", "symbols": ["N", "C", "C", "S", "C", "N", "C", "H", "H", "H", "H", "H", "H", "H", "H", "H", "H", "H", "H"], "coordinates": [[1.298, -1.330, 0.635], [0.047, -0.703, 0.114], [-1.191, -1.456, 0.677], [-1.834, -2.796, -0.458], [0.042, 0.739, 0.770], [0.792, 1.731, 0.077], [0.360, 1.949, -1.288], [1.716, -0.660, 1.251], [1.946, -1.687, -0.047], [-0.028, -0.621, -0.967], [-0.700, -1.992, 1.501], [-2.081, -0.932, 1.031], [-1.176, -2.215, -1.468], [0.265, 0.527, 1.813], [-1.028, 0.976, 0.673], [1.053, 2.504, 0.657], [0.707, 1.170, -1.972], [0.552, 2.933, -1.695], [-0.740, 1.863, -1.306]], "mol_weight_g_mol": 120.22, "smiles": "CNC[C@@H](N)CS", "charge": 0, "e_above_lowest_kcal_mol": 28.0, "e_lumo_ha": 0.0354}

=====

Record 4
{"formula": "C25H55BClNO7PS", "method": "wB97M-V/def2-TZVPD", "symbols": ["C", "C", "C", "C", "B", "S", "Cl", "P", "N", "H", "H", "H", "H", "H", "H", "H", "H", "H", "H", "H", "H", "H", "C", "C", "O", "C", "H", "H", "H", "H", "H", "H", "C", "C", "O", "C", "H", "H", "H", "H", "H", "H", "C", "C", "O", "C", "H", "H", "H", "H", "H", "H", "C", "C", "O", "C", "H", "H", "H", "H", "H", "H", "C", "C", "O", "C", "H", "H", "H", "H", "H", "H", "C", "C", "O", "C", "H", "H", "H", "H", "H", "H", "C", "C", "O", "C", "H", "H", "H", "H", "H", "H"], "coordinates": [[-6.641, 3.063, 2.519], [-6.327, 2.574, 1.091], [-4.834, 2.405, 0.753], [-4.391, 0.991, 0.341], [-4.811, -0.249, 1.300], [-4.839, 0.126, 3.168], [-3.482, -1.656, 0.966], [-6.518, -1.079, 0.800], [-7.758, -0.798, 1.785], [-7.088, 2.269, 3.117], [-7.296, 3.936, 2.511], [-5.716, 3.334, 3.033], [-6.883, 1.661, 0.884], [-6.726, 3.338, 0.413], [-4.203, 2.745, 1.578], [-4.603, 3.068, -0.090], [-4.684, 0.810, -0.700], [-3.298, 0.985, 0.330], [-3.621, 0.667, 3.279], [-6.276, -2.475, 0.724], [-6.827, -0.692, -0.507], [-8.532, -0.377, 1.286], [-9.168, -2.868, -2.938], [-7.798, -2.263, -3.145], [-7.480, -1.227, -2.619], [-6.841, -3.027, -4.032], [-9.749, -2.228, -2.279], [-9.682, -2.969, -3.896], [-9.075, -3.858, -2.488], [-7.262, -3.135, -5.033], [-6.664, -4.022, -3.621], [-5.897, -2.491, -4.090], [1.107, 0.436, -1.681], [0.064, -0.017, -0.687], [-0.958, 0.601, -0.519], [0.367, -1.275, 0.091], [0.767, 1.348, -2.167], [2.046, 0.628, -1.165], [1.273, -0.336, -2.436], [1.285, -1.139, 0.667], [0.491, -2.115, -0.597], [-0.459, -1.493, 0.765], [-0.497, 3.488, 0.674], [0.720, 3.121, 1.487], [1.529, 2.313, 1.085], [0.878, 3.796, 2.828], [-0.503, 2.928, -0.257], [-1.405, 3.247, 1.230], [-0.494, 4.560, 0.464], [0.017, 3.567, 3.457], [0.935, 4.878, 2.701], [1.781, 3.446, 3.313], [5.353, 1.512, -1.534], [5.195, 0.155, -2.179], [4.291, -0.585, -1.868], [6.214, -0.237, -3.220], [4.560, 1.669, -0.806], [6.322, 1.578, -1.035], [5.305, 2.294, -2.294], [7.213, -0.248, -2.786], [6.202, 0.478, -4.045], [5.985, -1.227, -3.600], [9.919, -3.662, -2.170], [8.790, -3.327, -3.116], [8.588, -2.195, -3.487], [7.923, -4.476, -3.572], [10.464, -2.756, -1.917], [9.522, -4.112, -1.259], [10.600, -4.375, -2.638], [7.453, -4.955, -2.711], [8.528, -5.220, -4.091], [7.151, -4.107, -4.243], [2.029, 6.436, 7.104], [2.701, 5.445, 6.183], [2.120, 4.958, 5.245], [4.137, 5.093, 6.495], [1.006, 6.603, 6.775], [2.021, 6.053, 8.126], [2.570, 7.384, 7.096], [4.208, 4.660, 7.494], [4.758, 5.990, 6.464], [4.502, 4.376, 5.765], [0.879, -5.526, -1.330], [2.148, -5.692, -2.128], [2.367, -6.689, -2.779], [3.141, -4.556, -2.070], [0.256, -6.410, -1.450], [1.116, -5.393, -0.274], [0.326, -4.649, -1.671], [3.459, -4.387, -1.040], [2.693, -3.635, -2.445], [4.007, -4.804, -2.679]], "mol_weight_g_mol": 591.02, "charge": -1, "e_lumo_ha": 0.0647}

=====

Record 5
{"formula": "C9H14N2O2", "method": "wB97M-V/def2-TZVPD", "symbols": ["C", "C", "C", "C", "C", "C", "C", "C", "C", "N", "N", "O", "O", "H", "H", "H", "H", "H", "H", "H", "H", "H", "H", "H", "H", "H", "H"], "coordinates": [[-0.004, 1.169, -0.134], [-1.250, 1.562, -0.491], [-2.867, 0.676, 1.212], [-0.219, 0.213, 2.029], [-1.418, 2.594, -1.619], [1.312, -2.068, 1.276], [0.342, -1.647, -0.893], [2.528, -0.535, -0.256], [1.117, -0.983, 0.271], [-2.488, 1.161, 0.021], [0.393, 0.174, 0.826], [0.080, -0.061, 3.130], [-3.906, 0.208, 1.456], [0.904, 1.555, -0.612], [-1.964, 3.417, -1.085], [-2.074, 2.221, -2.401], [-0.491, 2.797, -2.103], [1.778, -1.723, 2.153], [0.480, -2.736, 1.527], [1.947, -2.815, 0.802], [-0.529, -1.929, -0.543], [0.871, -2.533, -1.351], [0.140, -0.932, -1.633], [2.869, 0.331, 0.425], [3.211, -1.336, -0.001], [2.367, -0.227, -1.279], [-3.132, 1.446, -0.725]], "mol_weight_g_mol": 182.22, "charge": 0, "e_above_lowest_kcal_mol": 119.1, "e_lumo_ha": [0.0029, 0.0210]}

=====

Record 6
{"formula": "C6H12N2S", "method": "wB97M-V/def2-TZVPD", "symbols": ["C", "C", "S", "H", "H", "H", "H", "H", "H", "C", "C", "C", "C", "N", "N", "H", "H", "H", "H", "H", "H"], "coordinates": [[-1.736, 2.557, 1.205], [-1.827, 1.302, -1.248], [-2.392, 2.844, -0.474], [-2.580, 2.529, 1.856], [-1.179, 1.626, 1.318], [-1.005, 3.326, 1.454], [-1.847, 1.388, -2.332], [-2.324, 0.399, -0.907], [-0.786, 1.209, -0.942], [1.626, -0.769, 1.749], [2.067, -1.374, -0.675], [1.218, -1.178, 0.381], [0.084, -2.149, -1.169], [1.347, -2.010, -1.645], [-0.008, -1.693, 0.048], [3.126, -1.197, -0.709], [1.733, -2.309, -2.521], [0.925, -0.089, 2.235], [2.600, -0.297, 1.738], [-0.757, -2.481, -1.749], [1.714, -1.635, 2.386]], "mol_weight_g_mol": 144.24, "smiles": "Cc1c[nH]cn1.CSC", "charge": 0, "e_above_lowest_kcal_mol": 9.4, "e_lumo_ha": 0.0284}

=====

Record 7
{"formula": "C18H20NPS", "method": "wB97M-V/def2-TZVPD", "symbols": ["C", "H", "C", "H", "H", "C", "C", "N", "C", "C", "H", "H", "H", "H", "H", "H", "H", "P", "S", "C", "C", "C", "C", "C", "C", "H", "H", "H", "H", "H", "C", "C", "C", "C", "C", "C", "H", "H", "H", "H", "H"], "coordinates": [[2.225, 2.527, 0.276], [2.946, 3.364, 0.477], [0.868, 2.942, 0.414], [0.506, 3.758, -0.084], [0.571, 2.803, 1.363], [-0.321, 1.676, 0.006], [-0.232, 1.463, -1.294], [-0.074, 1.518, -2.722], [-1.770, 2.180, 0.237], [-2.748, 1.694, -0.680], [-2.848, 0.864, -0.818], [-2.737, 2.329, -1.730], [-3.743, 1.845, -0.404], [-1.735, 3.329, 0.486], [-1.951, 1.702, 1.185], [2.411, 1.635, 0.913], [2.392, 2.146, -0.807], [0.077, 0.108, 0.995], [0.249, 0.628, 2.754], [-1.237, -0.946, 0.521], [-2.213, -1.352, 1.253], [-3.294, -2.134, 1.158], [-3.229, -2.649, -0.218], [-2.322, -2.370, -1.036], [-1.250, -1.368, -1.118], [-0.419, -1.244, -1.619], [-2.285, -3.025, -2.205], [-3.973, -3.291, -0.574], [-4.003, -2.536, 1.845], [-2.075, -0.967, 2.411], [1.633, -0.572, 0.246], [2.282, -1.436, 1.133], [3.464, -2.104, 0.933], [3.848, -2.282, -0.424], [3.153, -1.494, -1.358], [2.104, -0.493, -0.986], [1.580, -0.122, -1.957], [3.526, -1.409, -2.120], [4.728, -2.679, -0.660], [3.847, -2.576, 1.763], [2.052, -1.463, 2.445]], "mol_weight_g_mol": 313.41, "charge": 0, "e_lumo_ha": -0.0260}

=====

Record 8
{"formula": "C4H8N4S", "method": "wB97M-V/def2-TZVPD", "symbols": ["C", "C", "C", "C", "N", "N", "N", "N", "S", "H", "H", "H", "H", "H", "H", "H", "H"], "coordinates": [[-1.212, -0.026, 1.995], [-0.575, -0.759, 1.004], [-1.680, 2.662, -1.677], [0.941, -2.703, 0.374], [-1.724, 1.180, 1.564], [-1.797, 1.400, 0.318], [-1.417, 2.413, -0.256], [0.129, -1.909, 1.341], [-1.218, -0.736, 3.551], [-0.574, -0.364, 0.005], [-1.138, 1.845, -2.265], [-2.714, 2.643, -2.023], [-1.222, 3.609, -1.917], [0.599, -3.821, 0.297], [1.093, -2.043, -0.537], [1.980, -2.851, 0.784], [0.068, -2.345, 2.268]], "mol_weight_g_mol": 144.20, "charge": 0, "e_above_lowest_kcal_mol": 61.5, "e_lumo_ha": [-0.0524, -0.0466]}